ORCA calculation (ωB97M-V with the def2-TZVPD basis set) on a structure of composition C41H61ClFHgN6O4Si4.

Last column: Löwdin charge in e.
CARTESIAN COORDINATES (ANGSTROEM)
Hg1 -0.6861 0.6827 0.2815  1.20
Cl1 3.9481 5.9990 1.7635  0.60
Si1 2.1991 -2.0694 -2.3870  0.33
Si2 -0.9098 -5.3569 0.8429  0.52
Si3 2.2841 -2.6030 -0.0840  0.37
Si4 4.0246 -1.2429 0.7385  0.32
F1 1.0340 -1.6008 0.5372  -0.49
O1 -1.2177 2.4902 2.0147  -0.08
O2 -3.3916 2.4345 2.6028  -0.03
O3 -0.5132 3.4316 4.5720  -0.05
O4 2.4406 4.2857 -4.8741  -0.15
N1 -1.4279 -0.3411 2.2333  0.06
N2 -1.7195 -3.0886 -0.4694  0.13
N3 -3.2599 -0.7059 0.0958  -0.19
N4 -2.0218 1.1404 -1.4641  -0.06
N5 0.9038 2.8239 -3.0095  -0.10
N6 0.7364 1.6664 -0.9898  -0.03
C1 3.2005 -0.6234 -3.0781  -0.24
C2 4.2906 0.5031 0.0539  -0.23
C3 -1.3093 -5.0855 -1.9094  -0.10
C4 -2.6144 -6.1112 1.0876  -0.18
C5 -1.8775 3.2113 4.2012  -0.11
C6 -0.3885 -4.3624 2.3221  -0.17
C7 -3.2897 3.3276 -2.5974  -0.15
C8 0.1852 2.0490 -2.0571  -0.45
C9 -3.0594 -1.0267 3.8151  -0.03
C10 -0.9223 -0.3022 4.5700  -0.06
C11 2.8321 -3.6042 -3.3218  -0.26
C12 3.6384 -0.9483 2.5756  -0.25
C13 1.1119 3.8908 -5.1683  -0.21
C14 2.7248 3.9366 3.0390  -0.10
C15 2.5976 4.4722 -3.4680  -0.19
C16 -3.2641 -3.7490 -2.1882  -0.03
C17 1.6376 3.3611 3.6724  0.00
C18 -3.3071 1.3681 -1.2553  -0.37
C19 0.3433 -6.7224 0.5451  -0.18
C20 -0.9418 -4.2775 -0.7321  -0.39
C21 -3.5372 -1.5615 -1.0386  -0.14
C22 5.7232 -2.1008 0.6998  -0.26
C23 -2.4687 -4.8378 -2.5749  -0.11
C24 -0.5939 -0.0848 3.2476  -0.13
C25 -3.5499 -1.2780 1.3824  -0.14
C26 -1.9716 3.1787 -2.8244  -0.09
C27 0.4163 4.0175 3.7565  -0.25
C28 2.2597 3.2153 -2.6906  -0.17
C29 -2.6363 -0.8265 2.5026  -0.23
C30 -2.1855 2.6712 2.7892  -0.69
C31 -1.0408 6.0318 3.2210  -0.03
C32 1.3592 5.8528 2.5463  -0.08
C33 -1.3068 1.8599 -2.4923  -0.32
C34 -2.1965 -0.7678 4.8586  -0.07
C35 2.5752 5.1975 2.4962  -0.67
C36 -4.0558 2.3238 -1.9116  -0.11
C37 0.4290 -1.7453 -2.9701  -0.21
C38 0.7218 2.6219 -4.4310  -0.17
C39 -3.8961 0.5899 -0.0956  -0.15
C40 0.2613 5.2811 3.1782  -0.19
C41 -2.7813 -2.8663 -1.1728  -0.30
H1 -0.2025 -0.0868 5.3472  0.11
H2 3.1056 -0.5348 -4.1658  0.02
H3 0.1293 -3.9849 -0.7738  0.04
H4 -4.6191 -1.7859 -1.1212  0.12
H5 -3.2763 -0.9747 -1.9238  0.13
H6 -4.9847 0.4794 -0.2493  0.12
H7 -3.3558 -5.3335 1.2886  0.02
H8 -0.6424 -5.8811 -2.2209  0.10
H9 -3.7686 4.2694 -2.8535  0.08
H10 -4.0669 -1.3790 3.9969  0.11
H11 -1.3641 3.9973 -3.1894  0.08
H12 -0.3182 2.3923 -4.6554  0.10
H13 0.3089 -3.5850 2.0019  0.00
H14 2.8290 0.2943 -2.6171  -0.01
H15 3.4816 -1.8872 3.1135  0.01
H16 3.6376 4.7603 -3.3124  0.12
H17 -3.7473 1.1807 0.8166  0.10
H18 -0.1911 -2.6454 -2.9243  0.00
H19 -2.4831 4.1039 4.3684  0.10
H20 2.7194 -0.3603 2.6561  0.00
H21 -4.5903 -1.0987 1.7037  0.13
H22 -2.5126 -0.9186 5.8839  0.10
H23 3.8762 -3.8066 -3.0626  0.01
H24 -2.2179 2.4534 4.9067  0.11
H25 1.7164 2.3739 4.1086  0.11
H26 -3.4210 -2.3611 1.3130  0.12
H27 4.2611 -0.7111 -2.8314  0.01
H28 -0.9017 7.0440 2.8408  0.07
H29 0.4172 4.6950 -4.8851  0.12
H30 2.3226 3.3869 -1.6179  0.11
H31 -1.4283 6.0970 4.2395  0.08
H32 0.1169 -4.9986 3.0533  0.03
H33 0.3687 -7.4218 1.3851  0.02
H34 1.0632 3.7423 -6.2491  0.12
H35 3.3220 1.0029 -0.0591  0.01
H36 2.7729 -3.4790 -4.4083  0.01
H37 -1.2352 -3.8772 2.8089  0.02
H38 -0.0418 -0.9930 -2.3299  0.00
H39 -2.7601 -5.4494 -3.4219  0.10
H40 -1.7946 5.5410 2.6029  0.09
H41 6.0666 -2.2508 -0.3281  0.01
H42 4.7635 0.4828 -0.9298  0.00
H43 -2.9296 -6.6471 0.1890  0.02
H44 0.4121 -1.3718 -3.9992  0.02
H45 6.4761 -1.5006 1.2209  0.01
H46 -5.1060 2.4590 -1.6896  0.07
H47 5.6738 -3.0826 1.1779  0.01
H48 -2.6181 -6.8103 1.9278  0.02
H49 1.2648 6.8356 2.1014  0.10
H50 3.6673 3.4107 2.9645  0.10
H51 0.1281 -7.2915 -0.3627  0.02
H52 4.4402 -0.3908 3.0713  0.01
H53 1.9463 5.2920 -3.1367  0.12
H54 1.3472 1.7911 -4.7983  0.13
H55 -4.1823 -3.5130 -2.7098  0.10
H56 2.2513 -4.4879 -3.0429  0.00
H57 1.3351 -6.2748 0.4378  0.02
H58 2.9846 2.4297 -2.9462  0.11
H59 -1.2730 1.2099 -3.3915  0.12
H60 0.3726 0.3170 2.9742  0.10
H61 4.9184 1.1077 0.7189  0.01

Its energy is -111564.910 eV. Its expectation value of S² is 0.779. The calculation puts the frontier orbital gap (spin up / spin down) at 5.235 / 4.973 eV. The charge is -2. As for the spin multiplicity: 2.